No. 1
{"formula": "C11H13N2O", "method": "the ωB97M-V functional and the def2-TZVPD basis", "species": ["C", "C", "C", "C", "C", "C", "C", "C", "C", "C", "C", "N", "N", "O", "H", "H", "H", "H", "H", "H", "H", "H", "H", "H", "H", "H", "H"], "coordinates": [[3.53, -1.43, 0.20], [3.33, -0.38, -0.66], [2.52, -1.79, 1.03], [2.11, 0.25, -0.71], [1.24, -1.16, 1.00], [1.06, -0.09, 0.15], [-3.82, 0.11, -0.17], [-3.80, -1.31, 0.07], [-2.71, 0.79, -0.22], [-2.60, -1.97, 0.22], [-1.29, -0.12, -0.05], [-0.14, 0.57, -0.05], [0.61, 3.32, -0.43], [-1.36, -1.36, 0.25], [4.40, -1.99, 0.40], [4.16, -0.06, -1.24], [2.73, -2.73, 1.71], [1.92, 0.88, -1.52], [0.36, -1.51, 1.54], [-4.75, 0.57, -0.44], [-4.71, -1.85, 0.10], [-2.60, 1.93, -0.36], [-2.34, -3.08, 0.41], [-0.22, 1.56, -0.18], [0.49, 3.45, 0.54], [0.39, 4.28, -0.89], [1.51, 3.12, -0.73]], "lowdin_charge": [-0.094, -0.052, -0.059, -0.013, 0.008, -0.245, -0.091, -0.007, 0.084, -0.002, -0.145, 0.160, 0.036, 0.075, 0.107, 0.109, 0.156, 0.099, 0.113, 0.125, 0.111, 0.148, 0.179, 0.086, 0.026, 0.102, -0.015], "homo_energy_ev": -12.45, "energy_ev": -16636.98884, "total_charge": 1}



No. 2
{"formula": "C17H18N2O2S", "method": "the ωB97M-V functional and the def2-TZVPD basis", "species": ["C", "O", "C", "C", "C", "C", "C", "C", "N", "C", "S", "N", "C", "O", "C", "C", "C", "C", "C", "C", "C", "C", "H", "H", "H", "H", "H", "H", "H", "H", "H", "H", "H", "H", "H", "H", "H", "H", "H", "H"], "coordinates": [[-2.45, -3.17, -0.69], [-1.87, -2.01, -0.15], [-2.61, -0.86, -0.13], [-3.88, -0.72, -0.66], [-4.53, 0.51, -0.59], [-3.92, 1.59, 0.01], [-2.65, 1.46, 0.55], [-1.98, 0.25, 0.49], [-0.71, 0.01, 1.00], [0.30, 0.85, 1.23], [0.29, 2.50, 1.14], [1.53, 0.27, 1.53], [1.87, -1.05, 1.48], [1.06, -1.95, 1.51], [3.35, -1.28, 1.29], [3.57, -1.50, -0.22], [2.80, -0.48, -1.01], [3.28, 0.81, -1.18], [2.52, 1.78, -1.81], [1.25, 1.46, -2.27], [0.76, 0.18, -2.13], [1.53, -0.79, -1.51], [-1.70, -3.95, -0.56], [-2.66, -3.06, -1.76], [-3.36, -3.45, -0.16], [-4.37, -1.55, -1.14], [-5.52, 0.61, -1.02], [-4.43, 2.54, 0.07], [-2.18, 2.30, 1.03], [-0.47, -0.98, 1.05], [2.27, 0.96, 1.57], [3.66, -2.17, 1.84], [3.93, -0.43, 1.64], [4.64, -1.44, -0.44], [3.22, -2.50, -0.48], [4.26, 1.06, -0.80], [2.90, 2.78, -1.92], [0.65, 2.22, -2.75], [-0.22, -0.07, -2.49], [1.14, -1.79, -1.38]], "lowdin_charge": [-0.075, -0.098, -0.211, -0.026, -0.090, -0.088, -0.043, -0.163, 0.111, -0.789, 0.699, 0.089, -0.465, 0.085, -0.080, -0.126, -0.257, -0.052, -0.089, -0.095, -0.075, -0.050, 0.097, 0.097, 0.099, 0.103, 0.102, 0.102, 0.037, 0.115, 0.109, 0.123, 0.116, 0.118, 0.119, 0.115, 0.105, 0.105, 0.107, 0.116], "homo_energy_ev": -8.00, "energy_ev": -35832.44801, "smiles": "COc1ccccc1NC(=S)NC(=O)CCc1ccccc1"}



No. 3
{"formula": "C5H12N2", "method": "the ωB97M-V functional and the def2-TZVPD basis", "species": ["C", "C", "C", "C", "N", "C", "N", "H", "H", "H", "H", "H", "H", "H", "H", "H", "H", "H", "H"], "coordinates": [[-1.32, -0.20, -2.35], [-0.54, 0.56, -1.61], [0.88, 0.28, -1.22], [0.75, 0.26, 0.51], [1.98, 0.01, 1.18], [-0.73, -0.26, 0.85], [-0.97, -0.61, 2.28], [-0.85, -0.80, -3.12], [-2.18, 0.32, -2.77], [-0.99, 1.58, -1.36], [1.16, -0.72, -1.42], [1.66, 1.12, -1.40], [0.39, 1.38, 0.63], [2.74, -0.18, 0.57], [1.83, -0.88, 1.68], [-0.88, -1.06, 0.13], [-1.44, 0.64, 0.59], [-1.67, -1.25, 2.45], [-1.13, 0.20, 2.75]], "lowdin_charge": [-0.036, -0.289, -0.113, -0.368, 0.034, -0.232, 0.029, 0.062, 0.054, 0.129, 0.084, 0.134, 0.123, 0.042, 0.086, 0.086, 0.127, 0.028, 0.021], "homo_energy_ev": -8.66, "energy_ev": -8356.38750, "smiles": "C=CC[C@H](N)CN"}



No. 4
{"formula": "C46H27CrFN9O3", "method": "the ωB97M-V functional and the def2-TZVPD basis", "species": ["Cr", "C", "C", "C", "C", "C", "N", "C", "C", "C", "C", "C", "C", "C", "C", "N", "C", "N", "C", "N", "C", "N", "C", "N", "C", "N", "C", "C", "C", "C", "C", "C", "C", "C", "C", "C", "C", "C", "C", "C", "N", "H", "H", "H", "H", "H", "H", "H", "H", "H", "H", "H", "H", "H", "H", "H", "H", "C", "C", "C", "C", "C", "C", "C", "F", "C", "C", "C", "O", "C", "C", "N", "C", "C", "O", "O", "H", "H", "H", "H", "H", "H", "H", "H", "H", "H", "H"], "coordinates": [[0.27, -0.27, -0.35], [-1.96, -4.58, 4.22], [-1.82, -3.50, 5.09], [-1.40, -2.25, 4.63], [-1.14, -2.13, 3.28], [-0.58, -1.04, 2.49], [-0.06, 0.04, 3.00], [0.37, 1.01, 2.25], [1.21, 2.12, 2.66], [1.91, 2.38, 3.82], [2.68, 3.54, 3.87], [2.72, 4.42, 2.79], [1.99, 4.18, 1.63], [1.25, 3.01, 1.57], [0.40, 2.43, 0.54], [-0.03, 3.01, -0.55], [-0.69, 2.35, -1.47], [-0.60, 0.99, -1.65], [-1.20, 0.70, -2.85], [-1.12, -0.47, -3.44], [-0.73, -1.54, -2.81], [-0.64, -1.65, -1.43], [-0.51, -2.99, -1.14], [-0.69, -3.50, 0.05], [-0.84, -2.73, 1.10], [-0.54, -1.40, 1.16], [-1.28, -3.21, 2.40], [-1.68, -4.45, 2.85], [-0.30, -3.74, -2.37], [-0.07, -5.08, -2.61], [0.05, -5.48, -3.94], [-0.10, -4.57, -4.99], [-0.37, -3.22, -4.74], [-0.45, -2.83, -3.42], [-1.83, 1.89, -3.39], [-2.57, 2.11, -4.53], [-3.01, 3.41, -4.76], [-2.71, 4.45, -3.89], [-1.93, 4.23, -2.75], [-1.50, 2.94, -2.52], [-0.02, 1.18, 0.94], [-2.27, -5.54, 4.60], [-2.05, -3.64, 6.14], [-1.28, -1.41, 5.30], [1.84, 1.70, 4.67], [3.25, 3.76, 4.76], [3.31, 5.32, 2.87], [1.99, 4.89, 0.81], [-1.78, -5.29, 2.18], [0.03, -5.80, -1.80], [0.25, -6.52, -4.17], [0.00, -4.92, -6.01], [-0.52, -2.52, -5.55], [-2.80, 1.30, -5.21], [-3.60, 3.62, -5.65], [-3.07, 5.44, -4.10], [-1.67, 5.04, -2.08], [7.96, -1.57, 0.85], [7.40, -0.16, 1.05], [7.91, 0.53, 2.31], [7.53, -0.27, 3.54], [6.07, -0.66, 3.51], [5.45, -1.09, 4.67], [4.10, -1.42, 4.66], [3.52, -1.83, 5.79], [3.33, -1.31, 3.53], [3.94, -0.88, 2.34], [3.14, -0.73, 1.14], [1.91, -1.07, 1.14], [3.82, -0.21, 0.01], [5.19, -0.02, 0.04], [5.92, -0.22, 1.12], [5.32, -0.59, 2.32], [3.10, 0.13, -1.21], [3.56, 0.53, -2.24], [1.74, -0.04, -1.09], [9.05, -1.55, 0.85], [7.63, -1.97, -0.10], [7.63, -2.24, 1.64], [7.65, 0.45, 0.17], [7.47, 1.53, 2.36], [8.99, 0.66, 2.24], [7.73, 0.31, 4.44], [8.15, -1.17, 3.61], [6.00, -1.16, 5.59], [2.28, -1.55, 3.54], [5.71, 0.28, -0.86]], "lowdin_charge": [0.996, 0.000, 0.000, 0.053, -0.092, -0.183, 0.264, -0.200, -0.086, 0.046, -0.005, -0.004, 0.050, -0.080, -0.188, 0.271, -0.167, 0.090, -0.168, 0.269, -0.178, 0.066, -0.179, 0.263, -0.173, 0.077, -0.086, 0.054, -0.085, 0.052, 0.001, 0.002, 0.055, -0.086, -0.085, 0.057, 0.005, 0.002, 0.057, -0.086, 0.071, 0.130, 0.130, 0.135, 0.134, 0.128, 0.129, 0.137, 0.135, 0.135, 0.130, 0.131, 0.136, 0.137, 0.131, 0.131, 0.136, -0.005, -0.282, -0.118, -0.114, -0.109, 0.091, -0.243, 0.109, 0.075, -0.042, -0.243, -0.033, -0.023, 0.075, 0.040, -0.053, -0.430, 0.202, -0.114, 0.105, 0.092, 0.090, 0.153, 0.132, 0.136, 0.135, 0.134, 0.151, 0.124, 0.169], "homo_energy_ev": -15.70, "energy_ev": -98811.15446, "total_charge": 3}



No. 5
{"formula": "C19H35NO2P2Pt", "method": "the ωB97M-V functional and the def2-TZVPD basis", "species": ["P", "P", "C", "C", "H", "H", "H", "H", "C", "H", "H", "H", "C", "H", "H", "H", "C", "H", "H", "H", "C", "H", "H", "H", "Pt", "C", "C", "C", "C", "C", "C", "C", "C", "C", "H", "H", "H", "H", "H", "H", "H", "H", "H", "H", "H", "H", "H", "H", "H", "O", "C", "C", "C", "C", "O", "N", "H", "H", "H", "H"], "coordinates": [[2.64, 0.71, -1.49], [1.19, -2.43, 0.83], [3.31, -0.70, -0.51], [2.61, -2.09, -0.30], [3.69, -0.32, 0.46], [4.25, -0.89, -1.05], [2.38, -2.49, -1.29], [3.40, -2.77, 0.06], [1.70, -2.36, 2.57], [0.78, -2.37, 3.18], [2.27, -1.46, 2.81], [2.28, -3.25, 2.82], [0.89, -4.20, 0.61], [1.74, -4.77, 1.01], [0.78, -4.45, -0.45], [-0.01, -4.48, 1.16], [4.04, 1.85, -1.39], [3.78, 2.82, -1.81], [4.85, 1.39, -1.98], [4.37, 1.95, -0.35], [2.65, 0.15, -3.20], [2.32, -0.90, -3.29], [3.68, 0.24, -3.56], [2.00, 0.79, -3.82], [-3.50, 1.54, -1.57], [-0.34, -1.43, 0.92], [-0.08, -0.18, 1.67], [1.09, 0.59, 1.35], [0.91, 1.89, 0.56], [1.30, 1.69, -0.91], [0.45, 0.78, -1.68], [0.04, -0.60, -1.46], [-0.98, -1.11, -0.42], [-3.00, 3.44, -1.64], [-1.01, -2.12, 1.46], [-0.84, 0.25, 2.32], [1.72, -0.09, 0.76], [1.74, 0.82, 2.20], [-0.14, 2.20, 0.67], [1.54, 2.70, 0.96], [1.34, 2.68, -1.38], [-0.21, 1.29, -2.43], [0.94, -1.17, -1.29], [-0.37, -0.96, -2.43], [-1.78, -0.39, -0.27], [-1.42, -2.03, -0.83], [-3.98, 3.74, -2.07], [-2.12, 3.77, -2.17], [-2.99, 3.67, -0.56], [-4.79, -0.65, -0.61], [-4.69, 0.14, 0.33], [-5.39, 0.30, 1.66], [-4.53, 1.28, 2.46], [-3.37, 1.63, 1.56], [-2.30, 2.15, 1.83], [-3.70, 1.11, 0.29], [-6.38, 0.71, 1.48], [-5.49, -0.68, 2.14], [-5.09, 2.19, 2.68], [-4.18, 0.85, 3.40]], "mulliken_spin": [0.089, 0.040, -0.002, 0.005, -0.002, -0.001, 0.001, 0.001, 0.003, 0.009, -0.002, 0.004, 0.007, 0.001, -0.001, -0.001, 0.037, 0.001, 0.002, -0.001, 0.011, -0.010, 0.010, 0.006, 1.521, 0.119, 0.459, 0.146, 0.239, -0.005, 0.696, 0.034, 0.426, 0.107, 0.004, -0.017, -0.075, 0.062, -0.035, -0.007, -0.013, -0.117, 0.047, 0.001, -0.168, 0.005, 0.017, 0.016, 0.011, 0.028, -0.004, -0.005, 0.018, -0.052, 0.055, 0.277, 0.000, 0.002, 0.001, 0.001], "homo_energy_ev": [-12.48, -14.43], "energy_ev": -47658.45284, "s_squared": 6.0141, "spin_multiplicity": 5, "total_charge": 2}



No. 6
{"formula": "C30H52N3O8P2S", "method": "the ωB97M-V functional and the def2-TZVPD basis", "species": ["C", "C", "C", "C", "C", "C", "C", "O", "P", "S", "N", "C", "N", "C", "C", "C", "O", "C", "N", "C", "C", "C", "C", "C", "C", "C", "C", "C", "O", "C", "C", "C", "C", "C", "C", "P", "O", "O", "H", "H", "H", "H", "H", "H", "H", "H", "H", "H", "H", "H", "H", "H", "H", "H", "H", "H", "H", "H", "H", "H", "H", "H", "H", "H", "H", "H", "H", "H", "H", "H", "H", "H", "H", "H", "H", "H", "H", "H", "H", "H", "H", "H", "H", "H", "C", "O", "C", "O", "O", "C", "H", "H", "H", "H", "H", "H"], "coordinates": [[2.01, -4.59, 2.59], [2.77, -3.45, 2.22], [2.15, -1.99, 2.38], [3.06, -1.05, 3.32], [4.66, -1.29, 3.19], [5.53, 0.08, 3.21], [5.64, 0.77, 4.65], [6.90, -0.35, 2.86], [2.65, -1.61, 5.12], [0.90, -1.01, 5.73], [2.81, 0.41, 3.20], [2.32, 0.83, 1.88], [2.87, 1.96, 1.41], [2.49, 2.61, 0.12], [1.97, 4.14, 0.30], [2.24, 4.85, -1.15], [1.05, 5.45, -1.71], [0.15, 4.46, -2.26], [1.22, 0.12, 1.13], [0.07, 0.27, 2.07], [-1.36, -0.22, 1.57], [-2.45, 1.01, 1.63], [-2.92, 1.23, 3.17], [-4.40, 1.92, 3.20], [-5.58, 0.80, 3.05], [1.73, -1.27, 0.96], [0.82, -2.23, 0.03], [0.61, -1.71, -1.46], [1.43, -2.15, -2.34], [-0.54, -0.76, -2.01], [-0.81, 0.71, -1.62], [-1.97, 1.59, -2.23], [-2.88, 0.99, -3.32], [-2.63, -0.49, -3.73], [-1.49, -1.38, -3.10], [3.42, -1.14, 0.01], [3.29, -0.07, -1.31], [3.85, -2.65, -0.66], [0.88, -4.48, 2.71], [2.55, -5.58, 2.83], [3.83, -3.61, 1.83], [1.14, -2.13, 2.93], [4.98, -1.85, 2.25], [5.03, -1.90, 4.09], [5.24, 0.81, 2.36], [5.86, 1.90, 4.57], [4.64, 0.68, 5.20], [6.50, 0.30, 5.24], [7.09, -0.03, 1.94], [3.69, -1.11, 6.00], [2.74, -3.03, 5.16], [2.11, 0.77, 3.88], [3.60, 2.43, 1.97], [3.48, 2.72, -0.48], [1.81, 1.98, -0.54], [2.65, 4.72, 1.04], [0.86, 4.20, 0.57], [3.11, 5.59, -1.12], [2.55, 4.02, -1.91], [0.66, 3.60, -2.81], [-0.57, 4.95, -3.01], [-0.48, 4.05, -1.39], [0.23, -0.18, 3.12], [-0.03, 1.41, 2.27], [-1.76, -0.99, 2.33], [-1.42, -0.72, 0.55], [-3.38, 0.58, 1.09], [-2.04, 1.95, 1.14], [-3.03, 0.23, 3.74], [-2.17, 1.86, 3.76], [-4.57, 2.55, 4.14], [-4.45, 2.55, 2.24], [-6.62, 1.27, 3.21], [-5.59, 0.43, 1.96], [-5.40, -0.11, 3.72], [-0.17, -2.49, 0.57], [1.35, -3.26, -0.08], [-0.17, 1.22, -0.82], [-2.09, 2.67, -1.83], [-3.69, 1.67, -3.76], [-3.32, -0.91, -4.55], [-1.34, -2.44, -3.47], [4.07, 0.54, -1.36], [4.73, -2.93, -0.30], [-8.32, -3.41, -7.67], [-7.28, -2.70, -6.99], [-6.23, -2.39, -7.76], [-6.09, -2.67, -8.93], [-5.33, -1.73, -7.00], [-4.15, -1.34, -7.70], [-9.12, -3.60, -6.95], [-8.72, -2.81, -8.49], [-7.95, -4.37, -8.03], [-4.39, -0.67, -8.52], [-3.61, -2.22, -8.06], [-3.51, -0.82, -6.99]], "lowdin_charge": [0.034, -0.153, -0.257, -0.522, -0.146, -0.380, -0.056, -0.097, 0.420, 0.176, 0.057, -0.203, 0.143, -0.158, -0.102, -0.207, -0.218, -0.117, -0.030, -0.168, -0.167, -0.190, -0.215, -0.247, -0.133, -0.422, -0.067, -0.283, 0.040, -0.093, -0.034, -0.058, -0.050, -0.040, 0.021, 0.991, -0.286, -0.268, 0.087, 0.086, 0.100, 0.121, 0.077, 0.123, 0.122, 0.094, 0.050, 0.100, 0.104, 0.004, 0.009, 0.103, 0.179, 0.135, 0.111, 0.121, 0.116, 0.139, 0.117, 0.101, 0.112, 0.074, 0.070, 0.143, 0.123, 0.081, 0.117, 0.106, 0.108, 0.103, 0.104, 0.104, 0.081, 0.069, 0.072, 0.130, 0.132, 0.061, 0.080, 0.097, 0.082, 0.105, 0.066, 0.075, -0.044, -0.004, -0.598, 0.128, -0.012, -0.048, 0.094, 0.100, 0.100, 0.102, 0.102, 0.076], "homo_energy_ev": -11.18, "energy_ev": -82199.60108, "total_charge": 1}